Density functional theory data (the ωB97M-V functional and the def2-TZVPD basis) for CH3NOS in the gas phase.

The geometry in ORCA input format:
```
! RIJCOSX wB97M-V def2-TZVPD def2/J DEFGRID3
* xyz 0 1
C 0.02 0.66 1.00
N 0.46 -0.44 0.62
O -0.25 0.20 -1.86
S 0.47 -0.84 -1.10
H 0.27 0.93 2.11
H -0.30 1.40 0.19
H -0.67 -1.91 -0.96
*
```

Relative energy (zero: lowest compared OMol25 entry of this formula, charge and spin) (eV): 2.9799
LUMO level (eV): 0.22
F_max (eV Å⁻¹): 3.3
HOMO energy (eV): -9.8134

These are the natural (NBO) partial charges, in e, on atoms 1 to 6:
1. C -0.062
2. N -0.619
3. O -0.956
4. S 1.203
5. H 0.204
6. H 0.196

---

Density functional theory data (the ωB97M-V functional and the def2-TZVPD basis) for a gas-phase ion, C7H8NO3 (charge +1).

The geometry in ORCA input format:
```
! RIJCOSX wB97M-V def2-TZVPD def2/J DEFGRID3
* xyz 1 1
C -1.75 1.97 0.08
C -1.65 0.54 -0.20
C -1.65 -1.90 0.05
C -0.32 -1.64 0.66
C 0.68 -0.77 -0.20
C -0.51 1.22 0.07
C 1.94 1.24 -0.57
N 0.77 0.66 0.24
O -2.32 2.96 0.27
O -2.23 -0.65 -0.43
O -2.27 -2.87 -0.11
H -0.32 -1.14 1.58
H 0.02 -2.76 0.85
H 1.73 -1.17 -0.02
H 0.09 -0.86 -1.14
H 2.84 0.84 -0.29
H 1.79 1.20 -1.58
H 2.06 2.35 -0.44
H 1.08 0.78 1.19
*
```

SMILES string: C[N@@H+]1CCC(=O)Oc2c1c2=O
Relative energy (zero: lowest compared OMol25 entry of this formula, charge and spin) (eV): 5.5722
LUMO level (eV): -3.98
F_max (eV Å⁻¹): 4.3
HOMO energy (eV): -14.3502

These are the natural (NBO) partial charges, in e, on atoms 1 to 6:
1. C 0.587
2. C 0.313
3. C 0.797
4. C -0.567
5. C -0.230
6. C -0.069

---

Density functional theory data (the ωB97M-V functional and the def2-TZVPD basis) for a molecular structure, C18H27N2O5OsP2S.

The geometry in ORCA input format:
```
! RIJCOSX wB97M-V def2-TZVPD def2/J DEFGRID3
* xyz 3 5
Os 0.22 0.83 -0.46
P 2.06 -0.43 0.03
C 2.42 -0.83 -1.74
C 1.19 -1.37 -2.39
N 0.05 -0.81 -1.94
C -1.14 -1.21 -2.41
C -1.23 -2.21 -3.37
C -0.07 -2.76 -3.90
C 1.16 -2.33 -3.40
C -2.38 -0.59 -1.84
P -1.97 0.93 -0.89
H 2.11 -2.75 -3.74
H -2.22 -2.49 -3.70
H -0.13 -3.52 -4.68
H -3.07 -0.34 -2.66
H -2.89 -1.30 -1.17
H 2.67 0.21 -2.12
H 3.26 -1.52 -1.81
H 1.12 2.95 -1.72
O 1.52 1.97 -1.86
H 1.34 1.68 -2.77
H -0.09 2.95 -0.49
O 0.12 3.79 -1.08
H 0.15 4.62 -0.56
C -2.49 2.24 -2.01
H -3.45 1.95 -2.44
H -2.61 3.17 -1.45
H -1.77 2.38 -2.82
C -3.15 0.91 0.46
H -2.84 1.64 1.22
H -4.15 1.17 0.09
H -3.17 -0.08 0.91
C 2.00 -2.00 0.89
H 2.67 -2.71 0.39
H 2.32 -1.83 1.93
H 0.98 -2.38 0.87
C 3.56 0.43 0.53
H 3.27 1.00 1.42
H 4.32 -0.31 0.78
H 3.90 1.09 -0.28
O 2.56 1.79 4.86
S 2.13 0.60 4.18
O 2.99 -0.56 4.13
N 1.51 0.90 2.66
C 0.23 0.59 2.55
O -0.41 0.53 1.42
C -0.40 0.18 3.81
C -1.72 -0.28 4.04
C -2.00 -0.79 5.32
C -1.01 -0.83 6.31
C 0.30 -0.38 6.07
C 0.56 0.09 4.79
H -2.47 -0.21 3.26
H -3.00 -1.14 5.56
H -1.23 -1.23 7.30
H 1.08 -0.36 6.81
*
```

Relative energy (zero: lowest compared OMol25 entry of this formula, charge and spin) (eV): 0.0000
LUMO level (spin up / spin down) (eV): -9.78 / -13.49
F_max (eV Å⁻¹): 3.3
HOMO energy (spin up / spin down) (eV): -18.0876 / -18.3896

These are the natural (NBO) partial charges, in e, on atoms 1 to 6:
1. Os 0.860
2. P 1.148
3. C -0.761
4. C 0.231
5. N -0.556
6. C 0.242

---

Density functional theory data (the ωB97M-V functional and the def2-TZVPD basis) for a molecular structure, C18H40N5P3PdSe.

The geometry in ORCA input format:
```
! RIJCOSX wB97M-V def2-TZVPD def2/J DEFGRID3
* xyz 4 5
Pd 0.72 -0.53 -0.62
P -1.17 -0.47 1.31
P 1.64 -2.57 -0.80
P -1.44 -0.74 -1.90
H 0.80 3.36 -0.59
C -0.27 3.14 -0.75
C -1.04 2.96 0.32
H -0.53 2.88 1.29
C -0.56 0.25 2.88
C -1.40 -2.21 1.84
C -2.92 0.11 1.38
C 2.77 -2.62 -2.21
C 2.62 -2.91 0.68
C 0.47 -3.93 -0.97
C -2.63 0.65 -2.07
C -2.59 -2.12 -1.49
C -1.08 -1.10 -3.65
H -0.66 2.95 -1.75
H -2.11 2.78 0.21
H -0.12 1.24 2.69
H 0.21 -0.40 3.32
H -1.38 0.37 3.60
H -0.43 -2.70 1.95
H -2.00 -2.76 1.11
H -1.93 -2.23 2.81
H -2.99 1.15 1.04
H -3.26 0.07 2.43
H -3.59 -0.50 0.77
H 3.43 -3.48 -2.09
H 3.37 -1.69 -2.24
H 2.19 -2.72 -3.14
H 2.94 -3.96 0.65
H 2.01 -2.75 1.58
H 3.50 -2.25 0.68
H 1.05 -4.86 -0.90
H -0.03 -3.89 -1.95
H -0.27 -3.91 -0.16
H -3.25 0.46 -2.96
H -2.10 1.60 -2.19
H -3.28 0.73 -1.19
H -3.28 -2.24 -2.34
H -3.17 -1.92 -0.59
H -2.03 -3.05 -1.36
H -2.01 -1.05 -4.22
H -0.64 -2.11 -3.74
H -0.35 -0.37 -4.04
C 1.72 2.38 -4.10
C 1.29 3.67 -3.75
C 1.51 4.74 -4.61
C 2.17 4.54 -5.84
C 2.56 3.26 -6.22
C 2.32 2.19 -5.36
Se 1.70 0.80 -2.98
H 0.91 0.93 -1.38
H 0.80 3.84 -2.80
H 1.16 5.74 -4.32
H 2.34 5.40 -6.48
H 3.03 3.11 -7.20
H 2.62 1.20 -5.68
N 3.84 3.48 1.63
N 3.08 2.31 1.55
N 3.34 1.30 2.40
C 2.60 0.34 1.84
N 2.00 0.71 0.71
N 2.36 2.02 0.48
H 3.27 4.19 1.19
H 4.00 3.64 2.63
H 2.57 -0.64 2.31
*
```

LUMO level (spin up / spin down) (eV): -12.57 / -16.42
F_max (eV Å⁻¹): 3.5
HOMO energy (spin up / spin down) (eV): -20.0137 / -20.8602

These are the Löwdin partial charges, in e, on atoms 1 to 6:
1. Pd 0.404
2. P 0.885
3. P 0.732
4. P 0.765
5. H 0.040
6. C -0.107